(1)
A cluster of 10 separate species, C14H48O10 in total at a distorted geometry, computed with the ωB97M-V functional and the def2-TZVPD basis.

Summary:
Kohn-Sham gap = 10.062 eV
SMILES = CCO.CCO.CCO.CCO.CO.CO.CO.CO.CO.CO
E_tot = -1314.41587 a.u.
ΔE to the lowest compared entry with this formula, charge and spin = 3.890 eV

Element x y z (Å)
C 0.00 3.54 4.63
O 0.75 2.42 4.16
H -0.90 3.67 3.97
H -0.23 3.30 5.69
H 0.47 4.52 4.55
H 1.03 2.55 3.26
C 3.10 -1.21 4.65
O 3.07 0.11 4.94
H 2.84 -1.43 3.58
H 4.09 -1.60 4.74
H 2.34 -1.78 5.23
H 2.19 0.48 4.66
C 3.72 3.62 -0.52
O 2.45 3.23 0.02
H 3.84 4.65 -0.28
H 4.54 3.09 -0.01
H 3.79 3.46 -1.56
H 2.62 2.38 0.40
C 4.35 0.52 2.07
O 2.89 0.74 1.73
H 4.65 1.42 2.61
H 4.41 -0.33 2.71
H 4.92 0.33 1.16
H 2.59 -0.11 1.45
C -1.74 0.68 0.36
O -1.12 -0.55 0.04
H -2.09 1.18 -0.58
H -2.49 0.52 1.08
H -1.11 1.39 0.84
H -1.68 -0.93 -0.68
C -4.10 -2.16 1.73
O -2.82 -2.57 1.41
H -4.03 -1.22 2.33
H -4.66 -1.97 0.82
H -4.61 -2.96 2.36
H -2.41 -1.88 0.97
C -5.07 2.19 -2.64
C -4.45 3.05 -1.53
O -4.17 2.36 -0.36
H -5.01 2.80 -3.50
H -6.12 1.97 -2.44
H -4.43 1.31 -2.73
H -5.11 3.90 -1.37
H -3.46 3.42 -1.90
H -4.77 2.72 0.28
C 1.65 0.36 -4.81
C 0.25 -0.02 -4.47
O 0.21 -0.71 -3.24
H 1.95 1.07 -4.10
H 1.71 0.88 -5.76
H 2.29 -0.52 -4.89
H -0.19 -0.73 -5.22
H -0.38 0.85 -4.46
H 0.76 -0.29 -2.58
C -2.61 -3.95 -1.85
C -1.41 -3.14 -2.08
O -1.90 -1.81 -2.39
H -2.35 -5.00 -1.65
H -3.25 -3.90 -2.74
H -3.13 -3.51 -1.01
H -0.75 -3.56 -2.80
H -0.89 -3.18 -1.13
H -1.18 -1.25 -2.72
C 3.35 -2.63 -0.34
C 1.87 -2.68 0.05
O 1.46 -1.56 0.79
H 3.57 -1.96 -1.10
H 3.60 -3.60 -0.72
H 3.87 -2.37 0.59
H 1.68 -3.62 0.54
H 1.20 -2.70 -0.88
H 0.55 -1.27 0.63

(2)
A structure of composition C4H8O2 at a distorted geometry, computed with the ωB97M-V functional and the def2-TZVPD basis.

Summary:
Kohn-Sham gap = 10.183 eV
E_tot = -307.60622 a.u.
ΔE to the lowest compared entry with this formula, charge and spin = 2.890 eV

Element x y z (Å)
C -0.74 1.02 -1.13
C 0.02 0.72 0.12
O -0.88 0.34 1.16
C -0.06 -0.72 1.56
C 0.90 -0.53 0.19
O 0.84 -1.46 -0.88
H -1.34 0.16 -1.45
H -1.42 1.86 -0.96
H -0.04 1.28 -1.93
H 0.61 1.59 0.45
H -0.25 -1.70 1.14
H 0.48 -0.56 2.49
H 1.97 -0.38 0.34
H -0.08 -1.63 -1.11

(3)
A structure of composition C27H30Br2N3O3W at a distorted geometry, computed with the ωB97M-V functional and the def2-TZVPD basis.

Summary:
2S+1 = 3
Kohn-Sham gap (spin up / spin down) = 5.573 / 6.571 eV
⟨S²⟩ = 2.15
Total charge = +1
E_tot = -6651.74997 a.u.
ΔE to the lowest compared entry with this formula, charge and spin = 0.293 eV

Element x y z (Å)
W -0.35 0.26 -0.12
Br 5.89 2.69 -1.42
C 4.20 1.90 -1.14
C 4.04 0.85 -0.22
C 2.78 0.34 -0.01
N 1.68 0.77 -0.64
C 1.82 1.81 -1.53
C 3.08 2.38 -1.80
C 0.60 2.37 -2.01
C 0.54 3.34 -3.01
C -0.65 3.97 -3.30
Br -0.76 5.29 -4.64
C -1.78 3.64 -2.52
C -1.68 2.66 -1.59
N -0.55 1.93 -1.34
H 4.89 0.46 0.31
H 2.65 -0.46 0.70
H 3.17 3.20 -2.48
H 1.43 3.59 -3.57
H -2.71 4.16 -2.68
H -2.54 2.41 -0.98
C 2.48 -3.05 1.81
C 1.10 -2.54 1.40
C 0.06 -3.65 1.48
O 1.14 -2.00 0.07
C 0.68 -1.37 2.34
O 0.71 -1.49 3.54
O 0.30 -0.29 1.72
H 2.79 -3.87 1.17
H 2.44 -3.40 2.84
H 3.23 -2.26 1.76
H 0.37 -4.50 0.87
H -0.90 -3.29 1.11
H -0.06 -3.98 2.50
H 1.35 -2.72 -0.54
C -1.93 -0.49 -3.55
C -2.40 -1.17 -2.25
C -3.62 -0.42 -1.68
C -1.25 -1.12 -1.27
C -2.85 -2.61 -2.47
C -2.95 -3.20 -3.72
C -3.41 -4.50 -3.85
C -3.77 -5.24 -2.74
C -3.67 -4.66 -1.48
C -3.21 -3.36 -1.35
H -1.62 0.53 -3.33
H -2.74 -0.46 -4.27
H -1.09 -1.03 -3.97
H -3.44 0.65 -1.65
H -3.84 -0.78 -0.67
H -4.49 -0.60 -2.31
H -0.89 -2.15 -1.11
H -2.68 -2.66 -4.61
H -3.49 -4.94 -4.83
H -4.13 -6.25 -2.84
H -3.95 -5.22 -0.60
H -3.15 -2.92 -0.37
C -3.61 1.90 3.79
C -3.97 1.66 2.32
C -2.86 1.15 1.56
N -2.02 0.72 0.88
H -4.49 2.24 4.32
H -2.84 2.66 3.89
H -3.26 0.98 4.26
H -4.32 2.59 1.87
H -4.78 0.92 2.26

(4)
An isolated molecule of C3H4O3 at a distorted geometry, computed with the ωB97M-V functional and the def2-TZVPD basis.

Summary:
Kohn-Sham gap = 10.517 eV
SMILES = O=CC(O)C=O
E_tot = -342.39531 a.u.
ΔE to the lowest compared entry with this formula, charge and spin = 1.650 eV

Element x y z (Å)
O -0.94 1.17 -0.68
C -0.39 -0.07 -0.41
C -0.69 -0.63 0.96
O -0.23 -1.71 1.24
C 1.12 0.01 -0.35
O 1.60 1.12 -0.31
H -0.22 1.81 -0.70
H -0.71 -0.81 -1.15
H -1.30 -0.02 1.66
H 1.78 -0.87 -0.29

(5)
A cluster of 2 separate species, C5H8N2O4 in total at a distorted geometry, computed with the ωB97M-V functional and the def2-TZVPD basis.

Summary:
Kohn-Sham gap = 8.143 eV
E_tot = -605.70448 a.u.
ΔE to the lowest compared entry with this formula, charge and spin = 3.115 eV

Element x y z (Å)
C -1.08 1.85 0.33
C 1.18 0.88 0.95
C -0.39 0.80 1.03
C -1.19 -0.24 1.67
C 1.48 -0.03 -0.15
N 1.44 -0.67 -1.10
N -0.19 -2.12 -2.62
O -2.37 -0.43 1.63
O 1.80 2.11 0.71
O -0.41 -1.25 2.30
O -0.55 2.71 -0.39
H -2.18 1.89 0.28
H 1.59 0.38 1.82
H 1.15 -1.26 -2.03
H 0.29 -0.81 2.78
H -0.79 -1.26 -2.48
H -0.36 -2.66 -1.73
H -0.53 -2.68 -3.36
H 1.11 2.79 0.35

(6)
A structure of composition C41H35NO2PdTe at a distorted geometry, computed with the ωB97M-V functional and the def2-TZVPD basis.

Summary:
2S+1 = 3
Kohn-Sham gap (spin up / spin down) = 8.195 / 6.153 eV
⟨S²⟩ = 2.01
E_tot = -2184.41423 a.u.

Element x y z (Å)
Pd -0.77 -0.46 -0.40
O -1.55 1.02 -1.75
C -1.68 2.15 -1.01
C -0.24 2.80 -0.66
C 0.80 2.11 -1.47
C 1.26 2.62 -2.68
C 2.09 1.84 -3.46
C 2.45 0.57 -3.02
C 2.00 0.15 -1.77
C 2.37 -1.19 -1.19
C 1.29 -2.31 -1.52
O 0.09 -1.81 -1.87
C 1.13 -3.22 -0.28
C -0.16 -3.68 0.01
C -0.39 -4.47 1.12
C 0.65 -4.82 1.96
C 1.94 -4.39 1.67
C 2.17 -3.60 0.55
C 1.78 -3.28 -2.61
C 3.02 -3.90 -2.57
C 3.34 -4.89 -3.49
C 2.42 -5.27 -4.45
C 1.19 -4.64 -4.52
C 0.87 -3.65 -3.60
N 1.22 0.92 -1.01
C -2.39 3.22 -1.84
C -3.34 4.09 -1.34
C -3.80 5.13 -2.14
C -3.33 5.30 -3.42
C -2.43 4.38 -3.95
C -1.98 3.34 -3.16
C -2.42 1.82 0.30
C -3.12 0.61 0.39
C -3.79 0.25 1.55
C -3.76 1.09 2.65
C -3.08 2.30 2.57
C -2.42 2.66 1.41
H -0.04 2.65 0.40
H -0.26 3.86 -0.88
H 0.95 3.60 -3.00
H 2.44 2.20 -4.42
H 3.07 -0.07 -3.63
H 2.40 -1.07 -0.10
H 3.35 -1.50 -1.56
H -0.97 -3.41 -0.65
H -1.39 -4.83 1.34
H 0.47 -5.43 2.84
H 2.76 -4.67 2.30
H 3.19 -3.28 0.36
H 3.74 -3.64 -1.82
H 4.30 -5.37 -3.45
H 2.66 -6.06 -5.15
H 0.47 -4.92 -5.27
H -0.09 -3.16 -3.63
H -3.73 3.97 -0.34
H -4.53 5.82 -1.73
H -3.66 6.13 -4.02
H -2.09 4.48 -4.97
H -1.30 2.59 -3.56
H -3.24 -0.01 -0.51
H -4.34 -0.68 1.59
H -4.29 0.82 3.56
H -3.07 2.96 3.43
H -1.91 3.61 1.37
C -0.74 -0.59 3.82
Te 0.21 -0.96 1.89
C 1.14 0.94 2.40
C 1.15 1.02 3.89
C 2.03 1.85 4.57
C 2.03 1.88 5.96
C 1.15 1.08 6.66
C 0.25 0.27 5.98
C 0.23 0.25 4.60
H -0.94 -1.54 4.31
H -1.69 -0.05 3.70
H 0.55 1.76 1.98
H 2.14 1.00 1.97
H 2.73 2.46 4.02
H 2.72 2.52 6.48
H 1.17 1.07 7.74
H -0.44 -0.35 6.54

(7)
A structure of composition C45H54BaN8O5 at a distorted geometry, computed with the ωB97M-V functional and the def2-TZVPD basis.

Summary:
Kohn-Sham gap = 6.679 eV
E_tot = -2586.95718 a.u.
ΔE to the lowest compared entry with this formula, charge and spin = 0.206 eV

Element x y z (Å)
Ba 0.43 -0.24 0.14
O -3.41 0.86 -3.60
C -3.15 -0.41 -3.95
C -3.55 -0.84 -5.21
C -3.34 -2.14 -5.61
C -2.72 -3.05 -4.76
C -2.29 -2.62 -3.51
C -2.48 -1.30 -3.09
C -1.91 -0.87 -1.78
O -1.01 -1.58 -1.23
N -2.42 0.24 -1.28
N -1.79 0.67 -0.12
C -2.46 1.44 0.64
C -2.00 2.00 1.90
C -2.92 2.77 2.63
C -2.60 3.34 3.85
C -1.32 3.15 4.36
C -0.40 2.39 3.67
C -0.69 1.79 2.43
O 0.20 1.08 1.81
H -3.18 0.93 -2.63
H -4.05 -0.12 -5.86
H -3.67 -2.46 -6.59
H -2.58 -4.07 -5.06
H -1.80 -3.30 -2.84
H -3.49 1.70 0.36
H -3.91 2.91 2.22
H -3.33 3.93 4.39
H -1.06 3.59 5.32
H 0.59 2.22 4.09
C 1.07 -0.84 4.49
C -0.42 -0.86 4.30
C -1.27 -0.30 5.25
C -2.64 -0.27 5.05
C -3.18 -0.82 3.90
C -2.36 -1.39 2.93
C -2.94 -2.04 1.70
C -0.98 -1.40 3.14
N -0.12 -1.91 2.14
C 0.36 -3.08 2.22
C 0.00 -4.06 3.30
C 1.32 -3.52 1.16
C 1.88 -4.92 1.27
N 1.65 -2.69 0.26
C 2.56 -3.04 -0.77
C 2.14 -3.83 -1.84
C 0.73 -4.35 -1.91
C 3.06 -4.12 -2.84
C 4.36 -3.63 -2.79
C 4.75 -2.83 -1.73
C 3.86 -2.52 -0.71
C 4.26 -1.64 0.44
H 1.33 -0.32 5.41
H 1.54 -0.32 3.65
H 1.49 -1.85 4.54
H -0.85 0.13 6.15
H -3.29 0.18 5.79
H -4.25 -0.80 3.74
H -3.98 -1.75 1.56
H -2.90 -3.13 1.79
H -2.37 -1.77 0.81
H -0.72 -3.62 3.99
H 0.89 -4.36 3.86
H -0.43 -4.96 2.86
H 2.41 -5.03 2.21
H 2.58 -5.11 0.46
H 1.09 -5.66 1.23
H 0.55 -5.14 -1.17
H 0.54 -4.78 -2.90
H 0.03 -3.54 -1.72
H 2.76 -4.74 -3.68
H 5.06 -3.87 -3.58
H 5.75 -2.43 -1.68
H 5.33 -1.44 0.41
H 4.01 -2.10 1.40
H 3.73 -0.68 0.38
C 3.20 -0.86 -4.89
C 1.78 -1.17 -4.40
C 1.54 -0.58 -3.09
N 1.39 -0.12 -2.05
H 3.39 -1.39 -5.83
H 3.93 -1.17 -4.15
H 3.32 0.21 -5.07
H 1.63 -2.25 -4.30
H 1.03 -0.79 -5.09
C 3.55 3.31 2.95
N 2.58 3.47 1.88
C 1.64 4.56 2.00
C 2.52 2.61 0.85
O 1.75 2.68 -0.09
H 4.16 4.21 3.04
H 4.19 2.46 2.74
H 3.04 3.15 3.90
H 2.16 5.52 1.94
H 1.11 4.51 2.95
H 0.92 4.48 1.20
H 3.31 1.83 0.89
N 4.24 1.01 -1.74
C 3.80 1.99 -2.17
N 3.28 3.11 -2.64
C 2.70 3.19 -3.97
C 3.70 3.86 -4.90
O 4.08 5.13 -4.40
C 4.67 5.05 -3.12
C 3.71 4.40 -2.12
H 1.79 3.81 -3.91
H 2.43 2.20 -4.32
H 3.27 4.03 -5.89
H 4.59 3.22 -5.00
H 4.92 6.06 -2.82
H 5.59 4.45 -3.17
H 2.83 5.03 -1.99
H 4.19 4.27 -1.15

(8)
An isolated molecule of C18H27N3O2 at a distorted geometry, computed with the ωB97M-V functional and the def2-TZVPD basis.

Summary:
Kohn-Sham gap = 8.797 eV
SMILES = CCCCNC(=O)C1CCN(C(=O)Nc2ccc(C)cc2)CC1
E_tot = -1016.38345 a.u.
ΔE to the lowest compared entry with this formula, charge and spin = 14.779 eV

Element x y z (Å)
C 2.37 3.65 1.65
C 2.84 2.89 0.29
C 1.61 2.74 -0.60
H 0.71 2.19 0.01
C 1.77 1.51 -1.88
N 1.87 0.25 -1.20
C 3.02 -0.43 -1.08
O 4.08 0.16 -1.91
C 3.08 -1.63 -0.62
C 1.96 -2.61 -0.82
H 1.25 -1.93 -1.59
H 2.16 -3.44 -1.27
C 1.10 -2.95 0.33
N 0.86 -1.42 1.13
C -0.27 -0.70 0.86
O -0.30 0.41 1.58
N -1.30 -1.37 0.38
C -2.63 -0.68 0.20
C -3.47 -1.31 -0.53
C -4.86 -0.85 -0.60
C -5.19 0.41 -0.48
C -4.27 1.29 0.35
C -2.90 0.81 0.50
H -2.20 1.36 1.08
H -4.37 2.39 0.21
C -6.42 1.01 -0.67
H -6.42 1.62 -1.38
H -7.13 0.39 -1.09
H -7.02 1.35 0.37
H -5.55 -1.57 -1.10
H -3.35 -2.33 -0.78
H -1.32 -2.20 -0.10
C 2.08 -0.89 1.70
H 2.06 -1.30 2.72
C 3.28 -1.50 0.99
H 4.16 -0.51 1.19
H 3.65 -2.37 1.26
H 1.96 0.18 1.87
H 1.59 -3.37 1.17
H 0.03 -3.16 0.29
H 4.13 -2.21 -0.73
H 1.02 0.05 -0.45
H 2.57 1.93 -2.21
H 0.87 1.56 -2.42
H 0.99 3.66 -1.06
H 3.58 3.40 -0.29
H 3.22 1.83 0.59
H 2.02 4.47 1.37
H 3.23 3.90 2.08
H 1.46 3.15 2.19